Formula: C62H93BF3IN11O7PS
Source: the Open Molecules 2025 dataset
Level of theory: wB97M-V/def2-TZVPD

Geometry (Å):
C -4.667 -2.645 2.651
O -4.331 -3.661 1.670
C -3.584 -3.121 0.562
C -2.243 -3.918 0.178
C -1.588 -4.800 1.339
C -0.380 -4.073 2.109
C -0.741 -2.621 2.652
C 0.670 -1.830 2.814
C 0.583 -0.556 1.860
C 2.054 -0.053 1.486
C 2.034 0.473 -0.014
C 3.054 1.701 -0.304
C 4.488 0.954 -0.427
C 5.207 0.663 0.959
C 5.677 -0.887 1.016
C 6.668 -1.296 -0.162
C 5.913 -2.434 -1.020
N 5.762 -3.711 -0.234
O 3.211 2.595 0.816
S 1.823 3.306 1.351
O 2.166 4.235 2.484
O 1.154 4.352 0.169
C 0.406 3.417 -0.660
C -0.966 4.182 -1.028
F -1.197 5.169 -0.082
F -0.954 4.793 -2.265
F -2.032 3.278 -0.929
C 1.191 2.874 -1.927
P -0.003 1.691 -2.802
O 0.484 0.064 -2.752
I 0.142 2.257 -5.230
C 2.704 2.415 -1.710
C 3.246 1.435 -2.892
B 3.614 3.756 -1.987
O 4.400 4.452 -1.045
O 3.648 4.246 -3.357
C 5.004 4.245 -3.878
H -5.699 -2.911 3.050
H -4.744 -1.599 2.233
H -3.949 -2.720 3.534
H -3.349 -2.009 0.660
H -4.274 -3.194 -0.351
H -1.465 -3.119 -0.086
H -2.386 -4.521 -0.776
H -2.321 -5.231 2.092
H -1.108 -5.704 0.824
H -0.114 -4.752 2.980
H 0.503 -4.091 1.388
H -1.460 -2.049 1.989
H -1.137 -2.758 3.710
H 0.826 -1.483 3.882
H 1.493 -2.497 2.423
H 0.100 -0.907 0.883
H -0.048 0.289 2.269
H 2.354 0.719 2.261
H 2.759 -0.937 1.648
H 0.963 0.714 -0.275
H 2.312 -0.421 -0.669
H 4.387 -0.053 -0.953
H 5.228 1.544 -1.057
H 6.182 1.253 1.045
H 4.587 0.806 1.887
H 6.086 -1.072 2.061
H 4.722 -1.506 0.939
H 7.567 -1.837 0.285
H 6.975 -0.448 -0.841
H 4.844 -2.116 -1.293
H 6.424 -2.637 -2.014
H 5.277 -4.344 -0.893
H 5.060 -3.577 0.513
H 0.060 2.598 0.064
H 1.247 3.776 -2.638
H 0.036 -0.422 -2.028
H 4.356 1.658 -3.040
H 2.758 1.652 -3.886
H 3.051 0.345 -2.665
H 4.490 5.396 -1.293
H 5.741 3.796 -3.139
H 5.272 5.305 -4.177
H 4.972 3.617 -4.833
N -3.319 -6.478 5.762
C -3.218 -7.778 6.177
C -3.594 -8.586 5.133
C -3.928 -7.741 4.045
C -3.746 -6.445 4.460
H -3.112 -5.671 6.324
H -2.891 -8.016 7.177
H -3.624 -9.665 5.149
H -4.265 -8.047 3.066
H -3.884 -5.506 3.945
N 4.134 -1.946 6.173
C 3.857 -2.896 7.118
C 3.248 -3.954 6.489
C 3.159 -3.631 5.112
C 3.716 -2.388 4.947
H 4.576 -1.060 6.352
H 4.115 -2.739 8.152
H 2.906 -4.859 6.967
H 2.735 -4.242 4.329
H 3.850 -1.780 4.065
N -0.094 3.249 4.259
C -0.093 2.049 4.918
C -1.349 1.850 5.438
C -2.138 2.968 5.073
C -1.337 3.813 4.344
H 0.700 3.654 3.783
H 0.799 1.443 4.963
H -1.665 0.993 6.015
H -3.176 3.136 5.316
H -1.545 4.765 3.881
N 1.502 -3.959 -3.402
C 0.591 -2.955 -3.207
C -0.661 -3.519 -3.188
C -0.498 -4.915 -3.372
C 0.847 -5.157 -3.498
H 2.498 -3.835 -3.464
H 0.909 -1.929 -3.101
H -1.591 -2.987 -3.055
H -1.279 -5.660 -3.407
H 1.393 -6.076 -3.649
N -2.654 8.673 -3.577
C -2.671 7.471 -2.922
C -3.933 7.283 -2.415
C -4.708 8.410 -2.784
C -3.894 9.250 -3.503
H -1.856 9.070 -4.043
H -1.787 6.857 -2.871
H -4.263 6.428 -1.844
H -5.747 8.588 -2.551
H -4.088 10.205 -3.965
N -0.686 2.356 -9.711
C -1.325 2.866 -8.612
C -2.525 3.390 -9.025
C -2.616 3.183 -10.425
C -1.469 2.541 -10.819
H 0.217 1.914 -9.705
H -0.871 2.814 -7.635
H -3.257 3.867 -8.391
H -3.431 3.472 -11.071
H -1.142 2.202 -11.790
N 5.362 -3.893 10.396
C 6.616 -3.508 10.002
C 7.463 -4.571 10.188
C 6.691 -5.640 10.708
C 5.399 -5.193 10.823
H 4.543 -3.311 10.374
H 6.797 -2.513 9.625
H 8.521 -4.580 9.972
H 7.043 -6.626 10.969
H 4.505 -5.686 11.172
N -5.368 -6.802 -1.244
C -5.985 -5.744 -0.631
C -7.237 -5.610 -1.178
C -7.383 -6.628 -2.154
C -6.215 -7.349 -2.170
H -4.438 -7.126 -1.043
H -5.481 -5.180 0.139
H -7.967 -4.863 -0.907
H -8.246 -6.812 -2.775
H -5.914 -8.202 -2.760
N -1.410 6.892 -8.873
C -1.408 7.596 -10.047
C -1.718 8.902 -9.758
C -1.910 8.990 -8.357
C -1.710 7.735 -7.838
H -1.220 5.906 -8.785
H -1.187 7.108 -10.983
H -1.798 9.704 -10.476
H -2.165 9.874 -7.792
H -1.757 7.370 -6.823
N -4.410 4.107 0.646
C -5.298 5.130 0.845
C -6.562 4.595 0.868
C -6.432 3.196 0.682
C -5.093 2.924 0.551
H -3.413 4.208 0.581
H -4.954 6.147 0.950
H -7.479 5.148 1.005
H -7.229 2.469 0.649
H -4.568 1.994 0.397

HOMO-LUMO gap in eV: 7.3
Total energy in eV: -133574.3826
Highest occupied orbital energy in eV: -8.07
Total charge: 0